No. 1
{"formula": "C6H7F6N2O8PtS2", "method": "the ωB97M-V functional and the def2-TZVPD basis", "symbols": ["Pt", "S", "S", "F", "F", "F", "F", "F", "F", "O", "O", "O", "O", "O", "O", "O", "O", "N", "N", "C", "C", "C", "C", "C", "C", "H", "H", "H", "H", "H", "H", "H"], "coordinates": [[1.210, -0.453, -0.799], [0.297, -2.095, 2.050], [0.333, 0.752, 2.767], [-1.346, 2.700, 3.435], [-2.230, -2.696, 2.445], [-2.034, 1.466, 1.811], [-1.509, -3.379, 0.533], [-2.150, 0.739, 3.845], [-1.899, -1.266, 0.875], [-2.455, -1.261, -2.829], [1.054, 1.220, 3.907], [1.176, -2.082, 0.889], [0.682, 1.338, 1.497], [3.204, -0.224, -1.896], [3.377, -0.257, 0.307], [0.534, -3.169, 2.959], [-0.533, -1.317, -1.723], [0.016, -0.767, 2.833], [0.730, 1.556, -1.792], [-1.361, -0.789, -2.549], [-1.434, -2.392, 1.411], [3.875, -0.225, -0.824], [-1.401, 1.435, 2.992], [-0.629, 1.661, -2.322], [-0.930, 0.508, -3.274], [1.429, 1.738, -2.502], [4.976, -0.182, -0.937], [0.882, 2.131, -0.971], [-0.759, 2.614, -2.853], [-0.037, 0.277, -3.862], [-1.324, 1.640, -1.481], [-1.745, 0.776, -3.944]], "charge": -1, "gap_ha": [0.2960, 0.3019], "e_homo_ev": [-5.74, -6.54], "e_lumo_ev": [2.315, 1.676], "spin_multiplicity": 3}

=====

No. 2
{"formula": "C3H14O5S2", "method": "the ωB97M-V functional and the def2-TZVPD basis", "symbols": ["S", "S", "O", "O", "O", "O", "O", "C", "C", "C", "H", "H", "H", "H", "H", "H", "H", "H", "H", "H", "H", "H", "H", "H"], "coordinates": [[0.635, 2.802, 1.559], [-1.260, 2.404, 1.028], [-1.698, -1.101, 1.256], [-2.889, -0.413, -1.046], [0.166, 1.109, -2.972], [0.533, -1.518, -1.824], [1.619, -2.175, 0.418], [1.757, -1.235, 1.192], [1.537, 1.237, 1.849], [1.127, 0.099, 0.887], [2.636, 1.236, 1.924], [-2.441, -0.457, 1.356], [-3.719, -0.309, -0.660], [1.138, 0.878, 2.806], [0.946, -1.767, -0.965], [0.353, -2.269, -2.498], [1.458, 0.241, -0.135], [2.258, -1.471, 2.151], [0.206, 0.097, -2.693], [-1.160, 2.187, -0.299], [-2.686, 0.270, -1.722], [0.985, 1.546, -2.689], [-1.570, -1.218, 0.287], [0.070, -0.173, 0.789]], "charge": 0, "gap_ha": 0.3453, "e_homo_ev": -9.20, "smiles": "O=CCCSS.O.O.O.O", "e_lumo_ev": 0.202}

=====

No. 3
{"formula": "C2H8NO2P", "method": "the ωB97M-V functional and the def2-TZVPD basis", "symbols": ["P", "O", "O", "N", "C", "C", "H", "H", "H", "H", "H", "H", "H", "H"], "coordinates": [[-0.713, -2.760, -0.821], [0.591, -2.420, -0.246], [-0.817, 0.421, 1.027], [-1.805, -1.663, -0.288], [1.456, 1.498, 0.582], [0.392, 0.410, 1.130], [-1.886, -1.054, 0.576], [1.093, 2.515, 0.503], [2.428, 1.423, 1.043], [1.561, 1.327, -0.500], [-0.194, 1.356, -2.462], [-0.121, 1.258, -1.696], [0.786, -0.487, 1.645], [-2.771, -1.823, -0.494]], "charge": 0, "gap_ha": 0.3837, "e_homo_ev": -9.78, "e_lumo_ev": 0.660}

=====

No. 4
{"formula": "C5H10O2", "method": "the ωB97M-V functional and the def2-TZVPD basis", "symbols": ["O", "O", "C", "C", "C", "C", "C", "H", "H", "H", "H", "H", "H", "H", "H", "H", "H"], "coordinates": [[2.254, -1.022, 0.917], [0.338, -1.314, -0.842], [1.361, 0.774, -0.413], [1.616, 0.214, 1.006], [-2.220, -0.549, -0.008], [0.170, -0.111, -0.689], [-1.223, 0.451, -0.584], [-2.040, -0.715, 1.061], [0.596, 0.101, 1.432], [1.142, 1.846, -0.419], [-2.119, -1.515, -0.509], [1.724, -1.506, 0.240], [-1.223, 1.398, -0.031], [-3.244, -0.186, -0.129], [2.193, 0.553, -1.090], [2.149, 0.885, 1.681], [-1.473, 0.696, -1.623]], "charge": 0, "gap_ha": 0.3941, "e_homo_ev": -9.85, "smiles": "CCC(=O)CCO", "e_lumo_ev": 0.877}

=====

No. 5
{"formula": "C6H15NO", "method": "the ωB97M-V functional and the def2-TZVPD basis", "symbols": ["O", "N", "C", "C", "C", "C", "C", "C", "H", "H", "H", "H", "H", "H", "H", "H", "H", "H", "H", "H", "H", "H", "H"], "coordinates": [[2.583, 3.346, -0.459], [-2.414, -0.274, 0.863], [-1.528, 1.404, -0.660], [1.347, -2.372, 0.833], [0.914, -0.193, -0.964], [-0.090, -1.937, 0.701], [-0.233, -0.662, -0.137], [-1.403, 0.003, -0.091], [2.042, -1.538, 0.898], [-0.731, 1.919, -0.143], [-2.218, -1.138, 1.331], [-1.540, 1.444, -1.754], [1.662, 3.343, -0.199], [2.853, 2.416, -0.478], [-0.701, -2.741, 0.284], [-2.512, 1.827, -0.438], [-3.375, -0.324, 0.541], [1.151, -0.897, -1.751], [-0.443, -1.832, 1.731], [1.898, -2.881, 0.031], [1.560, -2.998, 1.711], [0.773, 0.806, -1.411], [1.786, 0.198, -0.446]], "charge": 0, "gap_ha": 0.3203, "e_homo_ev": -7.97, "smiles": "CC/C(C)=C(/C)N.O", "e_lumo_ev": 0.749}